Density functional theory data (wB97M-V/def2-TZVPD) for an isolated molecule of C7H6O5.

Element x y z (Å)
O -0.1482 0.5978 -1.8632
O -1.0172 -1.4446 -2.7905
O 0.6916 1.8245 3.7390
O 1.3069 -2.2007 1.3236
O 1.8988 -0.1569 2.7668
C 1.0997 1.1015 2.6931
C -1.1703 -0.4608 -1.8855
C 0.8662 1.4292 1.0982
C 1.1378 0.1638 0.3645
C 1.4804 -0.8989 1.5655
C 1.0802 0.0055 -1.2704
C -2.4959 -0.4792 -0.9209
H 1.2871 -1.0970 -1.6155
H 0.5526 2.4700 0.6319
H -2.2211 -0.5528 0.2277
H -3.1731 0.4610 -1.1524
H -3.1546 -1.4270 -1.2160
H 1.9788 0.6645 -1.6957

Computed properties:
Multiplicity: 1
E_tot (Eh): -646.3129
Frontier orbital gap (eV): 9.10
Energy above the lowest of the compared OMol25 structures with the same formula, charge and spin (eV): 3.703
HOMO (Ha): -0.3983


Density functional theory data (wB97M-V/def2-TZVPD) for an isolated molecule of C7H6O5.

Element x y z (Å)
O -1.4637 -0.0219 -2.6494
O -3.5219 -2.2585 0.9029
O -3.1557 -0.7264 -0.9045
O 3.3042 -1.9628 0.5168
O 1.4847 -0.5491 -0.2835
C -1.1056 0.3981 -0.0186
C 1.6174 0.8716 0.1203
C -2.8186 -1.2103 0.4621
C 0.0899 1.4897 0.2427
C -1.6568 -0.2923 1.1790
C 2.8019 -1.1838 -0.4566
C -1.8774 -0.0985 -1.3782
H 3.3514 -1.0161 -1.4859
H -0.0459 2.4325 -0.4565
H -1.3480 -0.2044 2.3055
H -0.0192 1.8378 1.3793
H 2.2178 1.5249 -0.6594
H 2.1457 0.9696 1.1840

Computed properties:
Multiplicity: 1
E_tot (Eh): -646.3005
Frontier orbital gap (eV): 9.23
Energy above the lowest of the compared OMol25 structures with the same formula, charge and spin (eV): 4.038
HOMO (Ha): -0.3981


Density functional theory data (wB97M-V/def2-TZVPD) for a structure of composition C7H6O5PmS.

Element x y z (Å)
Pm -0.0089 -0.1521 0.4937
S -0.0016 0.1653 3.1069
O 0.0019 0.0422 -3.6931
O -2.1285 2.6717 -0.4064
O 2.2655 -2.8513 -0.3165
O 2.6892 2.1274 -0.3734
O -2.8769 -2.2127 -0.3182
C 1.8394 1.4129 -0.0446
C 0.0839 1.9621 3.2895
C 0.0002 -0.0211 -2.5511
C -0.0455 -0.4887 4.7793
C -1.9696 -1.5755 0.0155
C 1.5433 -2.0117 0.0201
C -1.4624 1.7897 -0.0636
H 0.3786 2.4141 2.3310
H -0.9194 -0.0892 5.3141
H 0.8406 2.1989 4.0459
H 0.8817 -0.2139 5.3006
H -0.9060 2.3331 3.5812
H -0.1231 -1.5792 4.7104

Computed properties:
Multiplicity: 5
E_tot (Eh): -1651.8745
Frontier orbital gap (spin up / spin down) (eV): 6.93 / 7.21
Energy above the lowest of the compared OMol25 structures with the same formula, charge and spin (eV): 0.000
Expectation value of S²: 6.010
HOMO (spin up / spin down) (Ha): -0.7863 / -0.7874
Net charge: +3


Density functional theory data (wB97M-V/def2-TZVPD) for a cluster of 34 separate species, C7H76N3O35 in total.

Element x y z (Å)
O -6.4544 2.7261 -2.4750
O -4.1768 4.1872 0.2243
O -2.6266 5.9183 -2.1618
O -0.2530 -3.9354 -2.7141
O 4.1509 -1.0236 6.7707
O 7.0348 0.0696 -2.9430
O -1.2251 -6.7498 4.8282
O 0.4908 3.4878 -1.6513
O 7.8128 2.8565 -2.0520
O -4.8710 0.2540 7.7512
O -2.2688 0.4083 -1.7427
O -4.7389 4.9243 -4.3165
O 6.0739 -2.6256 -2.4501
O -5.2483 4.9366 2.2765
O -3.9998 1.2981 -0.8567
O -6.0554 6.3154 -2.0939
O -0.1862 -2.1991 4.9071
O 0.6822 -7.5890 2.3369
O -0.5004 -5.8861 0.1598
O 0.1214 0.2995 -4.5492
O -3.9153 0.1589 4.7495
O 0.8658 -5.4828 7.0449
O -4.5437 2.2865 2.8088
O 2.5684 1.7468 -3.0841
O 9.2033 -1.3813 -1.8952
O 2.3417 -0.8819 -2.1744
O 8.0866 -4.3416 -3.9114
O 1.4623 -2.9037 6.9821
O -9.3293 2.5295 -3.5853
O -6.6200 7.1738 -5.5685
O 10.1689 2.7339 0.1913
O 10.7413 -0.0934 -4.2200
O 4.4416 0.5170 -3.8040
O -1.5605 2.7240 -3.8385
O -0.9059 0.7890 3.7301
N -2.8520 1.4669 -0.8366
N -0.2405 -2.3248 0.6320
N -1.4997 -2.3872 0.3276
C -2.2576 -3.5123 0.9497
C 0.4316 -1.2972 0.1402
C -3.1540 -2.8240 2.0122
C -0.2330 -0.3334 -0.6654
C -2.2287 -1.5959 -0.4305
C -2.3686 -1.7145 2.7387
C -1.5776 -0.4792 -0.9750
H -4.9321 4.3922 -3.5355
H 5.9445 -2.6959 -1.4993
H -8.6569 2.7526 -2.9335
H -5.6670 6.9517 -2.7030
H 0.1312 -5.5902 7.6587
H -5.8336 2.5047 -1.7764
H 2.2484 -2.3551 7.0930
H -3.9857 -2.3460 1.4848
H 11.4973 0.2394 -4.7133
H -4.1157 1.7496 2.1368
H -5.4781 6.3445 -1.3230
H 5.0134 0.6181 -3.0282
H -1.5799 -4.1824 1.4607
H 7.6633 -0.0775 -2.2178
H 1.5480 -1.3354 -2.4790
H -2.0817 -6.9979 4.4688
H 9.9853 -0.9394 -2.2535
H 1.6718 -3.7311 7.4390
H -3.2794 -1.7886 -0.5908
H -2.2569 -0.8098 2.1329
H 8.1347 -5.0419 -3.2543
H -4.7204 0.1181 5.2790
H -1.6895 2.0229 -3.1954
H 3.0598 0.9434 -2.8541
H 5.3270 -2.0924 -2.7500
H 4.7230 -0.5212 7.3591
H 9.4137 2.8995 -0.3871
H -0.1596 3.8424 -2.2719
H 10.9260 3.0749 -0.2935
H -5.8932 7.8038 -5.5529
H -4.6054 -0.5028 8.2821
H -2.8043 5.3858 -1.3774
H 8.5829 3.3093 -2.4108
H 9.2099 -2.2488 -2.3181
H -6.5862 1.8948 -2.9485
H 0.0750 -2.9847 5.4055
H -2.8323 -1.4591 3.6853
H 7.8337 1.9858 -2.4676
H -4.8386 3.9968 0.9035
H -3.8279 1.0916 4.5154
H -5.3524 4.5873 -4.9789
H 4.5271 -0.8858 5.8965
H 0.8140 -6.2623 6.4832
H -4.1117 0.8440 7.7842
H 1.4751 -1.1982 0.3948
H -4.4123 3.2044 2.5218
H -3.4956 -3.5415 2.7539
H -5.1723 5.8610 2.0177
H 6.9683 -0.7959 -3.3560
H -0.6330 0.0222 4.2471
H -0.1666 1.4033 3.7801
H -3.2413 5.5732 -2.8180
H -6.0417 4.8999 2.8219
H 4.8176 1.1298 -4.4444
H -2.8560 -4.0333 0.2071
H -6.2665 6.3885 -5.1387
H 7.2298 -3.9256 -3.7531
H 1.3411 3.6838 -2.0627
H -9.8558 3.3306 -3.6642
H 1.5550 -7.5317 1.9365
H 9.9853 0.0764 -4.7909
H 0.2209 -6.8062 2.0044
H 0.3319 0.5188 -1.0270
H -0.6092 -6.8996 4.1011
H 2.7118 -0.4993 -2.9846
H -0.5126 -6.7482 -0.2754
H 0.2865 1.2344 -4.7239
H -2.3202 3.3104 -3.7443
H 1.6547 1.5306 -2.8696
H -1.3547 -2.0485 2.9593
H 0.3075 -5.4714 -0.1649
H -4.1586 3.4029 -0.3282
H -0.9544 -3.3527 -3.0236
H -0.7106 0.2961 -4.0710
H -0.4121 -4.0308 -1.7693
H 0.5885 -1.6379 4.9954

Computed properties:
Multiplicity: 1
E_tot (Eh): -3109.5437
Frontier orbital gap (eV): 7.12
HOMO (Ha): -0.4584
Net charge: +1


Density functional theory data (wB97M-V/def2-TZVPD) for a structure of composition C7H7AsBrCuNO2S4.

Element x y z (Å)
Br 3.0326 1.4245 1.0598
As -0.8042 -0.8920 -2.6647
Cu -0.0359 0.1060 -0.0604
S 0.5778 0.7922 -2.1168
S -2.4796 -0.1698 -3.7754
S 0.3364 -2.4568 -3.5942
S -1.4549 -1.5884 -0.6257
O -1.3262 2.5841 0.4421
O -0.0449 1.8680 2.1378
N 1.5760 -0.9216 1.0217
C 2.6577 -0.3703 1.5144
C -0.4673 1.6648 1.0101
C 2.1674 -2.9553 2.1250
C 3.2855 -2.3501 2.6605
C 3.5516 -1.0325 2.3580
C -1.7002 3.7052 1.2314
C 1.3335 -2.2009 1.3091
H 4.4153 -0.5131 2.7459
H -1.6384 4.5841 0.5881
H 1.9290 -3.9920 2.3213
H 3.9564 -2.9008 3.3122
H -2.7340 3.5888 1.5662
H -1.0549 3.8232 2.0971
H 0.4404 -2.5954 0.8241

Computed properties:
Multiplicity: 2
E_tot (Eh): -8519.2818
Frontier orbital gap (spin up / spin down) (eV): 4.82 / 4.83
Energy above the lowest of the compared OMol25 structures with the same formula, charge and spin (eV): 0.023
Expectation value of S²: 0.757
HOMO (spin up / spin down) (Ha): -0.0196 / -0.0200
Net charge: -2


Density functional theory data (wB97M-V/def2-TZVPD) for an isolated molecule of C7H7BO5.

Element x y z (Å)
O -1.6221 -1.0523 -0.4823
O -2.6938 -0.8012 1.4877
O 2.8485 -0.2574 -1.7729
O 1.0952 -1.8377 -2.3806
O 2.5756 1.1305 0.5815
C -1.7120 -0.1994 2.0714
C 1.2881 0.7702 0.5630
C -0.5995 -0.3024 -0.1155
C 0.3922 1.1957 1.4750
C -2.8230 -0.6869 0.0554
C 0.7029 -0.1259 -0.5227
C -0.8887 0.6080 1.1482
B 1.5677 -0.8115 -1.7034
H -2.9712 0.3354 -0.0704
H -3.5811 -1.4570 -0.2997
H 0.6616 1.9129 2.3008
H 2.7499 0.4261 -1.1455
H 2.7451 1.9703 1.1041
H -1.5789 1.3555 0.6413
H 1.8438 -2.1727 -2.9351

Computed properties:
Multiplicity: 1
E_tot (Eh): -671.9377
Frontier orbital gap (eV): 8.53
Energy above the lowest of the compared OMol25 structures with the same formula, charge and spin (eV): 0.000
HOMO (Ha): -0.2973


Density functional theory data (wB97M-V/def2-TZVPD) for an isolated molecule of C7H7Br3S.

Element x y z (Å)
Br 0.1117 4.8952 0.6146
Br 1.2124 0.0744 -2.9513
Br -0.9386 1.9701 2.5607
S 0.7576 2.7020 -1.4860
C 0.1242 3.1025 0.0866
C -0.0057 0.3249 -0.3010
C 0.5816 0.8875 -1.3614
C -0.1627 2.1766 0.9212
C -1.2571 -1.6942 -0.5824
C -0.3313 -0.8716 0.4619
C 1.0177 -1.6293 0.7411
H -1.8031 -2.5139 -0.0858
H -2.0597 -1.1490 -1.1159
H 0.8157 -2.6335 0.5086
H 1.3505 -1.5431 1.8172
H 1.8445 -1.2211 0.0158
H -0.9112 -0.7340 1.3026
H -0.3464 -2.1438 -1.1464

Computed properties:
Multiplicity: 1
E_tot (Eh): -8390.9939
Frontier orbital gap (eV): 8.46
Energy above the lowest of the compared OMol25 structures with the same formula, charge and spin (eV): 0.985
HOMO (Ha): -0.3190


Density functional theory data (wB97M-V/def2-TZVPD) for an isolated molecule of C7H7BrN2.

Element x y z (Å)
Br -1.1752 -0.5440 1.9681
N 1.4317 -0.9431 -0.6981
N 2.5554 1.2805 1.9989
C 1.9284 -0.2815 0.2759
C 0.4155 -1.7264 -1.1332
C -0.7341 1.7822 0.3919
C -0.8977 -1.4886 -1.1991
C -1.4997 -0.1294 -0.8977
C -1.0563 0.5184 0.4174
C 2.2396 0.1862 1.4288
H 0.7702 -2.7333 -1.5635
H 2.5655 1.4599 2.9402
H -2.5153 -0.2627 -0.9586
H -0.6021 2.0735 -0.6001
H -0.6186 2.4912 1.1296
H -1.5296 -2.1460 -1.7597
H -1.2779 0.4632 -1.7408

Computed properties:
Multiplicity: 1
E_tot (Eh): -2954.2540
Frontier orbital gap (eV): 6.64
Energy above the lowest of the compared OMol25 structures with the same formula, charge and spin (eV): 4.731
HOMO (Ha): -0.2844